# 1
{"formula": "C54H135N9O18", "method": "ωB97M-V with the def2-TZVPD basis set", "spin_multiplicity": 2, "total_charge": -1, "homo_energy_ev": [0.7308, -6.5407], "gap_ev": [1.3, 8.5], "elements": ["C", "O", "C", "C", "N", "C", "C", "O", "C", "H", "H", "H", "H", "H", "H", "H", "H", "H", "H", "H", "H", "H", "H", "H", "C", "O", "C", "C", "N", "C", "C", "O", "C", "H", "H", "H", "H", "H", "H", "H", "H", "H", "H", "H", "H", "H", "H", "H", "C", "O", "C", "C", "N", "C", "C", "O", "C", "H", "H", "H", "H", "H", "H", "H", "H", "H", "H", "H", "H", "H", "H", "H", "C", "O", "C", "C", "N", "C", "C", "O", "C", "H", "H", "H", "H", "H", "H", "H", "H", "H", "H", "H", "H", "H", "H", "H", "C", "O", "C", "C", "N", "C", "C", "O", "C", "H", "H", "H", "H", "H", "H", "H", "H", "H", "H", "H", "H", "H", "H", "H", "C", "O", "C", "C", "N", "C", "C", "O", "C", "H", "H", "H", "H", "H", "H", "H", "H", "H", "H", "H", "H", "H", "H", "H", "C", "O", "C", "C", "N", "C", "C", "O", "C", "H", "H", "H", "H", "H", "H", "H", "H", "H", "H", "H", "H", "H", "H", "H", "C", "O", "C", "C", "N", "C", "C", "O", "C", "H", "H", "H", "H", "H", "H", "H", "H", "H", "H", "H", "H", "H", "H", "H", "C", "O", "C", "C", "N", "C", "C", "O", "C", "H", "H", "H", "H", "H", "H", "H", "H", "H", "H", "H", "H", "H", "H", "H"], "coordinates": [[-1.17024, -1.23573, -4.18548], [0.02275, -2.01227, -4.24075], [0.17324, -2.83338, -5.37627], [1.06814, -4.17044, -5.05807], [0.57046, -5.19489, -4.26699], [1.57565, -6.24856, -4.29968], [1.01732, -7.62824, -3.66762], [0.70073, -7.48537, -2.31849], [0.29475, -8.68645, -1.60049], [-1.19025, -0.60095, -3.29962], [-2.13398, -1.70627, -4.38015], [-1.01835, -0.51478, -4.98877], [0.47438, -2.38035, -6.32082], [-0.86312, -3.15934, -5.46467], [1.90642, -3.58151, -4.68585], [1.30016, -4.67282, -5.99716], [0.56688, -4.65236, -3.41508], [2.28127, -5.87148, -3.55940], [2.01349, -6.44332, -5.27869], [1.89943, -8.26750, -3.70389], [0.23914, -8.07400, -4.28717], [-0.78061, -8.74945, -1.43395], [0.71959, -8.66712, -0.59688], [0.72599, -9.57164, -2.06800], [2.55627, 1.62400, -4.88703], [2.81152, 3.05197, -5.08051], [4.01204, 3.29962, -5.82904], [5.21851, 3.76326, -5.01157], [5.04234, 5.11035, -4.58625], [6.25108, 5.70145, -4.05029], [6.11088, 7.07650, -3.36079], [5.27140, 7.00704, -2.27789], [4.46037, 8.06077, -1.84314], [1.71646, 1.50716, -4.20207], [3.38495, 1.10773, -4.40243], [2.12457, 1.21428, -5.80020], [3.56772, 4.10864, -6.40885], [4.13594, 2.56491, -6.62462], [6.11275, 3.61058, -5.61582], [5.37619, 3.16731, -4.11264], [4.41093, 5.01868, -3.80330], [7.04341, 5.87456, -4.77854], [6.72562, 4.96600, -3.40065], [5.80863, 7.76384, -4.15093], [7.14398, 7.35248, -3.14950], [3.76131, 8.43893, -2.58907], [5.03709, 8.92979, -1.52644], [3.86591, 7.52959, -1.09978], [2.60737, -5.64564, -0.16235], [3.22263, -4.46560, -0.58663], [4.57030, -4.47456, -0.85634], [4.92989, -3.06733, -1.44920], [4.59066, -3.07147, -2.89069], [4.80050, -1.80129, -3.60241], [6.28436, -1.35781, -3.62886], [6.45214, -0.17242, -4.43454], [7.85852, 0.26644, -4.46126], [3.28697, -6.15551, 0.52050], [2.22671, -6.25477, -0.98220], [1.62940, -5.49410, 0.29450], [4.84309, -5.35261, -1.44175], [5.12304, -4.62483, 0.07102], [5.96103, -2.89121, -1.14288], [4.41942, -2.24533, -0.94736], [3.64657, -3.41044, -3.00860], [4.38338, -0.89331, -3.16689], [4.41678, -1.88287, -4.61937], [6.94682, -2.21426, -3.75430], [6.54515, -1.14146, -2.59287], [7.90785, 1.22619, -4.97561], [8.52020, -0.35973, -5.05975], [8.25280, 0.43776, -3.45962], [15.89544, 5.32815, 0.94131], [14.73103, 4.53608, 0.80865], [13.66184, 5.23322, 1.34582], [12.40129, 4.38786, 1.38295], [11.83072, 4.00385, 0.08572], [10.83619, 2.91426, 0.09244], [9.39975, 3.23406, 0.75476], [8.41561, 2.38410, 0.07954], [7.06729, 2.55306, 0.55172], [16.22453, 5.22431, 1.97524], [15.80271, 6.39960, 0.76390], [16.60822, 4.83613, 0.27953], [13.44972, 6.19564, 0.88014], [13.88947, 5.57670, 2.35493], [11.74721, 4.83757, 2.12997], [12.64059, 3.49589, 1.96194], [12.67550, 3.85266, -0.44680], [11.34055, 2.02309, 0.46597], [10.53635, 2.73921, -0.94079], [9.05422, 4.24053, 0.51869], [9.34324, 3.22558, 1.84326], [6.40295, 1.95064, -0.06783], [6.66457, 3.56093, 0.65231], [6.89019, 2.12943, 1.54029], [2.95139, 1.11758, -0.85967], [2.13458, -0.10553, -0.86173], [0.81177, -0.06676, -0.32065], [0.11928, -1.44565, -0.37840], [-1.11201, -1.62029, 0.32924], [-2.26779, -1.40657, -0.53057], [-3.55329, -1.60551, 0.27748], [-4.47197, -1.41582, -0.73559], [-5.47047, -0.42869, -0.34846], [2.30579, 1.93379, -0.53547], [3.20479, 1.46729, -1.86046], [3.65849, 1.10989, -0.03018], [0.13334, 0.65267, -0.77916], [0.86129, 0.23841, 0.72459], [0.81024, -2.10537, 0.14644], [0.04884, -1.86897, -1.38036], [-1.04918, -2.50116, 0.81935], [-2.37638, -2.11782, -1.34938], [-2.25964, -0.40275, -0.95527], [-3.48265, -0.87936, 1.08730], [-3.61214, -2.61228, 0.69106], [-5.03506, 0.56840, -0.41421], [-5.88191, -0.65095, 0.63612], [-6.16050, -0.43104, -1.19223], [-7.80831, -4.39714, 2.23617], [-8.21759, -3.22803, 2.88622], [-7.35605, -2.24015, 2.56932], [-7.77931, -1.01389, 3.44861], [-9.18080, -0.63193, 3.34285], [-9.65832, 0.74087, 3.43480], [-11.15484, 0.90409, 3.40546], [-11.96531, 0.01945, 4.18168], [-11.80834, 0.10503, 5.60717], [-8.47479, -5.25941, 2.21670], [-6.74984, -4.63377, 2.34456], [-7.89225, -4.23509, 1.16156], [-7.42277, -1.95431, 1.51958], [-6.29583, -2.37535, 2.78321], [-7.06707, -0.20550, 3.28330], [-7.41358, -1.29666, 4.43571], [-9.78596, -1.39779, 3.60237], [-9.13312, 1.47249, 2.82081], [-9.61334, 1.15626, 4.44154], [-11.46022, 0.73013, 2.37367], [-11.56937, 1.87043, 3.69259], [-12.32130, 0.94058, 6.08344], [-10.77248, 0.07685, 5.94526], [-12.41585, -0.66405, 6.08418], [-9.57487, 0.13604, -2.75147], [-8.60884, 0.66954, -1.96763], [-9.22471, 1.41049, -0.94767], [-8.20907, 2.12570, -0.08667], [-7.64172, 3.26650, -0.66816], [-6.19503, 3.36586, -0.91575], [-5.89105, 4.76831, -1.54125], [-6.33767, 4.73910, -2.88503], [-5.70568, 5.57403, -3.85997], [-9.38894, 0.16111, -3.82520], [-10.54827, 0.60474, -2.89600], [-9.59893, -0.93583, -2.55491], [-9.90488, 0.81876, -0.33504], [-9.92338, 2.16899, -1.30071], [-7.40162, 1.51877, 0.32291], [-8.84145, 2.62323, 0.64862], [-8.06710, 3.43718, -1.56817], [-6.01205, 2.55906, -1.62547], [-5.53003, 3.17086, -0.07441], [-4.81076, 4.91342, -1.53652], [-6.31656, 5.55883, -0.92309], [-5.95457, 5.14777, -4.83180], [-4.61722, 5.51885, -3.84213], [-5.80718, 6.64300, -3.67261], [-0.20321, 2.75364, 7.76793], [-0.89143, 2.71668, 6.63216], [-1.07922, 1.41067, 6.02490], [-1.96728, 1.51881, 4.82436], [-3.25410, 2.11401, 5.07612], [-3.72675, 2.89862, 3.90509], [-3.89233, 1.97975, 2.69259], [-3.52727, 2.64716, 1.49422], [-2.07917, 2.63421, 1.20725], [-0.02463, 3.80807, 7.97860], [0.68089, 2.11880, 7.70934], [-0.75649, 2.43036, 8.64967], [-1.61227, 0.93335, 6.84717], [-0.17285, 0.87753, 5.73795], [-2.15398, 0.54433, 4.37310], [-1.35295, 2.06407, 4.10785], [-3.06485, 2.89073, 5.69337], [-3.05188, 3.72215, 3.67172], [-4.72800, 3.30768, 4.04024], [-4.92515, 1.64541, 2.59457], [-3.31663, 1.05445, 2.71474], [-1.29441, 2.94376, 1.89750], [-2.16000, 3.36868, 0.40592], [-1.81151, 1.65040, 0.82181], [-3.39821, -6.83378, 0.65441], [-2.77735, -6.07227, 1.78549], [-1.73436, -5.20150, 1.37715], [-0.89465, -4.57955, 2.58133], [-1.70075, -3.60174, 3.31220], [-1.06352, -2.86671, 4.35336], [-0.58047, -3.70514, 5.58579], [-1.81758, -3.93914, 6.28692], [-1.87063, -3.93283, 7.69660], [-3.63609, -6.11915, -0.13351], [-4.36099, -7.28659, 0.89134], [-2.62831, -7.53746, 0.33792], [-2.10412, -4.45273, 0.67663], [-0.91156, -5.73289, 0.89890], [0.01362, -4.03475, 2.32373], [-0.49480, -5.28500, 3.30973], [-2.51985, -3.92600, 3.80618], [-1.46894, -1.96075, 4.80389], [-0.13386, -2.43165, 3.98653], [0.15220, -3.12413, 6.14589], [-0.11814, -4.62476, 5.22710], [-0.99664, -4.36320, 8.18550], [-2.68385, -4.60927, 7.95966], [-2.06309, -2.94119, 8.10613]], "lowdin_charge": [-0.109, -0.216, -0.180, -0.249, -0.064, -0.157, -0.219, -0.223, -0.074, 0.072, 0.089, 0.078, 0.112, 0.101, 0.102, 0.109, 0.117, 0.108, 0.117, 0.106, 0.115, 0.073, 0.076, 0.081, -0.088, -0.224, -0.218, -0.229, -0.063, -0.225, -0.254, -0.194, -0.123, 0.072, 0.071, 0.079, 0.114, 0.113, 0.116, 0.118, 0.112, 0.112, 0.109, 0.119, 0.111, 0.080, 0.081, 0.085, -0.103, -0.205, -0.243, -0.170, -0.045, -0.201, -0.240, -0.190, -0.085, 0.091, 0.062, 0.073, 0.119, 0.108, 0.102, 0.114, 0.081, 0.098, 0.114, 0.116, 0.099, 0.069, 0.077, 0.081, -0.110, -0.170, -0.281, -0.226, -0.070, -0.163, -0.173, -0.220, -0.154, 0.085, 0.088, 0.091, 0.123, 0.117, 0.113, 0.110, 0.098, 0.105, 0.106, 0.106, 0.103, 0.070, 0.070, 0.064, -0.111, -0.240, -0.228, -0.223, -0.044, -0.209, -0.252, -0.192, -0.061, 0.043, 0.064, 0.064, 0.099, 0.098, 0.112, 0.105, 0.070, 0.114, 0.119, 0.113, 0.112, 0.075, 0.068, 0.084, -0.119, -0.150, -0.287, -0.182, -0.024, -0.212, -0.235, -0.191, -0.107, 0.089, 0.091, 0.079, 0.108, 0.122, 0.104, 0.106, 0.114, 0.110, 0.090, 0.112, 0.124, 0.076, 0.083, 0.081, -0.177, -0.139, -0.230, -0.233, -0.078, -0.165, -0.204, -0.207, -0.113, 0.081, 0.091, 0.095, 0.120, 0.121, 0.116, 0.105, 0.104, 0.110, 0.099, 0.108, 0.116, 0.087, 0.070, 0.080, -0.218, -0.207, -0.205, -0.254, -0.044, -0.187, -0.236, -0.236, -0.095, 0.091, 0.086, 0.078, 0.118, 0.110, 0.107, 0.108, 0.089, 0.117, 0.111, 0.108, 0.095, 0.057, 0.071, 0.066, -0.048, -0.204, -0.209, -0.170, -0.066, -0.241, -0.196, -0.208, -0.131, 0.076, 0.078, 0.071, 0.098, 0.097, 0.109, 0.097, 0.110, 0.107, 0.094, 0.107, 0.098, 0.078, 0.080, 0.078]}

# 2
{"formula": "C4H8N4", "method": "ωB97M-V with the def2-TZVPD basis set", "total_charge": 0, "smiles": "[H]/N=C(/C(N)=N\\[H])N1CC1", "homo_energy_ev": -9.0813, "gap_ev": 9.9, "elements": ["H", "N", "C", "C", "N", "N", "H", "N", "C", "C", "H", "H", "H", "H", "H", "H"], "coordinates": [[1.20461, -0.25786, -1.96363], [0.56813, -0.79901, -1.48885], [0.07237, -0.17874, -0.46110], [-1.00320, -0.88902, 0.34103], [-1.37600, -2.04924, -0.26131], [-1.59213, -0.45206, 1.36969], [-1.03044, 0.41741, 1.54910], [0.38146, 1.10442, -0.14798], [1.68445, 1.61478, -0.35967], [1.08613, 1.61978, 1.04557], [-1.95199, -2.66292, 0.34867], [-1.21323, -2.22553, -1.24313], [1.55230, 2.48002, -0.95931], [2.56415, 1.08232, -0.61846], [1.33993, 0.94125, 1.92256], [0.62595, 2.59564, 1.26835]], "lowdin_charge": [0.005, 0.164, -0.346, -0.483, 0.099, 0.128, 0.039, -0.076, -0.125, -0.057, 0.120, 0.083, 0.101, 0.102, 0.139, 0.107]}

# 3
{"formula": "C4H8N2S", "method": "ωB97M-V with the def2-TZVPD basis set", "total_charge": 0, "smiles": "CSCN(C)C#N", "homo_energy_ev": -8.9605, "gap_ev": 9.5, "elements": ["C", "S", "C", "N", "C", "C", "N", "H", "H", "H", "H", "H", "H", "H", "H"], "coordinates": [[1.64315, -1.28893, -0.27761], [1.99116, 0.32843, -0.90471], [0.51176, 1.32804, -0.02700], [-0.62695, 0.63049, 0.28787], [-1.15861, -0.62587, 0.03373], [-1.60084, 1.34226, 0.75850], [-2.69726, 1.74095, 0.82990], [2.52982, -1.93310, -0.19144], [1.25663, -0.99319, 0.67611], [1.00520, -1.72933, -1.00563], [0.89911, 1.81939, 0.99405], [0.20115, 2.23424, -0.66059], [-1.04237, -0.92592, -1.00784], [-0.76680, -1.48269, 0.50412], [-2.14517, -0.44476, -0.00944]], "lowdin_charge": [-0.468, 0.779, -0.386, -0.239, -0.079, -0.332, 0.166, 0.054, 0.019, 0.009, 0.127, 0.107, 0.107, 0.078, 0.058]}

# 4
{"formula": "C2H2O2S2", "method": "ωB97M-V with the def2-TZVPD basis set", "total_charge": 0, "smiles": "O=C(S)C(O)=S", "homo_energy_ev": -9.4893, "gap_ev": 8.3, "elements": ["O", "C", "S", "C", "O", "S", "H", "H"], "coordinates": [[-1.43662, -1.09734, -0.72561], [-0.71685, -0.13125, -0.36841], [-0.63091, 1.52708, -1.20141], [0.44020, -0.47117, 0.65634], [1.15867, 0.61564, 1.00068], [0.84314, -1.94707, 1.21132], [-1.80070, 1.16941, -1.98943], [2.14307, 0.33470, 1.41651]], "lowdin_charge": [-0.031, -0.681, 0.759, -0.860, -0.116, 0.765, -0.044, 0.209]}

Strongest force on any atom values (in eV Å⁻¹) by entry order: 5.44 3.90 4.99 4.88.
ΔE to the lowest compared entry with this formula, charge and spin values (in kcal per mole) by entry order: 171.3 50.8 95.8 30.5.